{
  "formula": "C35H48N5O12P3S3Y",
  "method": "ωB97M-V with the def2-TZVPD basis set",
  "homo_lumo_gap_ev": 7.13,
  "charge": -1,
  "de_lowest_kj_mol": 280.12,
  "fmax_ev_per_a": 0.781,
  "symbols": ["Y", "O", "C", "N", "C", "C", "C", "C", "C", "C", "N", "C", "C", "C", "C", "C", "N", "H", "H", "H", "H", "H", "H", "H", "H", "H", "H", "N", "C", "C", "C", "C", "N", "H", "H", "H", "H", "H", "H", "H", "H", "H", "H", "H", "H", "O", "P", "O", "O", "O", "P", "O", "O", "O", "H", "H", "C", "C", "O", "P", "O", "C", "C", "O", "C", "C", "H", "H", "H", "H", "H", "H", "H", "H", "H", "H", "H", "H", "H", "H", "H", "O", "C", "C", "C", "C", "C", "S", "C", "C", "C", "C", "S", "C", "C", "C", "C", "S", "H", "H", "H", "H", "H", "H", "H", "H", "H"],
  "xyz": [[0.8342, 0.5737, 0.6636], [-2.3126, -0.9675, 3.3727], [-1.6812, -0.2719, 2.5645], [-1.1086, -0.6364, 1.4161], [-1.5473, -1.9219, 0.9189], [-2.4440, -1.9696, -0.3191], [-2.8189, -3.2243, -0.7037], [-3.3425, -3.4637, -2.0126], [-3.7755, -2.4306, -2.7504], [-3.8545, -1.1273, -2.0600], [-2.7788, -0.9029, -1.1297], [-1.6419, 1.2213, 2.8225], [-2.3910, 1.7524, 3.8620], [-2.5425, 3.1278, 3.9290], [-1.9444, 3.9186, 2.9580], [-1.1584, 3.2991, 1.9977], [-0.9863, 1.9841, 1.9483], [-2.1046, -2.4500, 1.6975], [-0.6876, -2.5502, 0.6792], [-2.5054, -4.0545, -0.0847], [-3.3318, -4.4713, -2.4125], [-4.1284, -2.5192, -3.7685], [-3.9032, -0.2919, -2.7422], [-2.8692, 1.0704, 4.5505], [-3.1389, 3.5791, 4.7125], [-2.0724, 4.9926, 2.9460], [-0.6566, 3.8750, 1.2280], [1.9725, 2.7135, 1.7111], [1.9348, 3.7561, 2.7467], [2.3928, 3.2835, 4.1173], [1.4991, 2.2620, 4.8340], [1.8571, 0.7846, 4.6010], [0.9177, 0.1017, 3.7075], [2.8478, 2.2024, 1.8197], [2.0845, 3.1486, 0.7967], [0.9185, 4.1419, 2.8325], [2.5758, 4.5945, 2.4512], [2.4690, 4.1821, 4.7360], [3.4093, 2.8802, 4.0374], [0.4525, 2.4256, 4.5551], [1.5646, 2.4641, 5.9064], [1.9156, 0.2810, 5.5738], [2.8488, 0.7034, 4.1570], [0.0822, -0.1713, 4.2144], [1.3554, -0.7489, 3.3701], [4.8005, -0.4650, 2.9173], [4.1097, -0.5011, 1.4577], [4.6561, -1.5915, 0.6344], [2.6252, -0.3958, 1.7238], [4.5707, 0.9666, 0.9123], [4.1279, 1.5668, -0.5389], [4.2102, 3.1545, -0.1975], [5.0947, 1.2419, -1.5987], [2.6591, 1.2338, -0.6741], [5.6536, -0.9100, 2.8630], [4.9713, 3.5103, -0.6698], [-0.3303, -4.3668, -3.4787], [-0.2059, -2.9131, -3.0771], [0.1131, -2.8441, -1.6848], [1.3744, -2.0800, -1.0141], [1.7175, -3.1318, 0.1547], [1.9040, -4.5283, -0.1060], [0.7204, -5.3127, 0.4221], [2.4330, -2.3777, -2.1925], [3.5937, -1.5450, -2.4204], [4.8253, -2.4099, -2.5029], [-0.6528, -4.4404, -4.5197], [-1.0642, -4.8728, -2.8509], [0.6298, -4.8758, -3.3744], [-1.1476, -2.3802, -3.2213], [0.5696, -2.4213, -3.6624], [2.8293, -4.8107, 0.3974], [2.0381, -4.6924, -1.1771], [0.5833, -5.1215, 1.4873], [0.8812, -6.3832, 0.2765], [-0.1877, -5.0167, -0.1039], [3.6960, -0.8256, -1.6197], [3.4169, -0.9996, -3.3496], [4.9870, -2.9087, -1.5484], [5.6875, -1.7711, -2.7002], [4.7334, -3.1496, -3.3016], [-0.3899, 1.3264, -0.9346], [-1.5894, 1.3361, -1.6070], [-2.0468, 2.7910, -1.7505], [-1.2258, 3.8736, -1.6719], [-1.8850, 5.0984, -1.9753], [-3.1962, 4.9191, -2.2889], [-3.6426, 3.2660, -2.1878], [-1.3170, 0.8289, -3.0248], [-2.0949, 0.7207, -4.1406], [-1.3620, 0.2952, -5.2832], [-0.0399, 0.1176, -5.0085], [0.3240, 0.4638, -3.3732], [-2.6360, 0.4991, -0.8294], [-3.3842, 1.0407, 0.1305], [-4.3506, 0.3147, 0.9430], [-5.2421, -0.5754, 0.4967], [-5.5663, -1.0668, -1.1442], [-0.1770, 3.7672, -1.4327], [-1.4020, 6.0657, -1.9637], [-3.9297, 5.6673, -2.5436], [-3.1441, 0.9796, -4.1706], [-1.8001, 0.1438, -6.2604], [0.7395, -0.1932, -5.6868], [-3.2239, 2.0841, 0.3767], [-4.3508, 0.5239, 2.0086], [-5.8969, -1.0649, 1.2090]],
  "forces_ev_per_a": [[-0.358, 0.593, 0.362], [-0.012, 0.026, 0.036], [-0.050, -0.097, -0.173], [-0.014, 0.001, -0.155], [0.001, 0.017, 0.114], [0.040, -0.034, -0.034], [-0.055, -0.029, -0.042], [-0.037, 0.021, 0.056], [-0.046, 0.029, 0.038], [0.061, -0.068, -0.049], [-0.049, 0.012, 0.020], [0.048, -0.034, 0.003], [-0.090, 0.131, -0.078], [0.024, 0.007, -0.016], [-0.008, -0.018, 0.020], [-0.002, 0.003, -0.005], [0.069, -0.137, -0.054], [0.000, -0.017, 0.001], [-0.012, -0.007, -0.009], [0.005, 0.016, 0.003], [-0.015, 0.010, 0.004], [0.002, -0.004, 0.001], [-0.032, 0.028, 0.040], [-0.005, -0.007, -0.008], [-0.002, -0.003, -0.002], [0.007, -0.001, -0.011], [-0.003, -0.006, 0.008], [0.082, -0.298, -0.193], [0.008, 0.052, -0.014], [0.016, -0.075, -0.027], [-0.003, -0.025, 0.013], [-0.086, 0.030, 0.032], [0.057, 0.037, -0.015], [0.042, 0.030, 0.071], [0.013, 0.117, 0.110], [0.025, 0.021, 0.005], [-0.010, 0.001, -0.021], [0.010, 0.002, -0.001], [0.002, 0.034, 0.011], [-0.002, -0.004, 0.005], [-0.015, -0.002, -0.007], [0.017, -0.021, -0.009], [0.033, 0.009, -0.039], [0.012, 0.016, 0.036], [-0.044, -0.005, -0.013], [-0.012, 0.008, -0.011], [0.067, -0.008, 0.052], [0.026, -0.012, -0.042], [0.100, -0.034, -0.237], [0.007, -0.046, -0.056], [-0.041, -0.008, -0.027], [0.017, -0.022, -0.023], [-0.007, -0.002, -0.030], [-0.167, 0.072, 0.197], [-0.020, 0.001, -0.004], [-0.012, -0.006, 0.010], [0.020, 0.024, 0.012], [0.016, 0.038, -0.061], [0.093, -0.068, 0.102], [0.001, 0.042, -0.050], [-0.024, 0.012, -0.055], [-0.016, -0.017, 0.015], [0.026, 0.029, -0.020], [-0.008, -0.008, 0.022], [-0.017, -0.011, -0.019], [-0.019, 0.015, 0.008], [-0.005, -0.005, 0.000], [0.016, -0.011, -0.008], [-0.004, 0.003, -0.002], [0.061, -0.004, -0.013], [-0.009, -0.022, 0.013], [0.006, 0.002, 0.002], [0.004, 0.001, -0.004], [-0.001, -0.006, 0.000], [-0.006, -0.001, 0.005], [0.001, -0.008, 0.002], [0.005, 0.012, 0.020], [0.002, 0.006, 0.003], [0.000, -0.008, 0.006], [0.003, -0.005, -0.006], [0.009, 0.001, 0.005], [0.280, -0.323, 0.147], [-0.010, 0.011, 0.141], [-0.040, -0.011, 0.018], [0.020, -0.015, -0.012], [0.002, 0.007, -0.022], [-0.019, -0.015, 0.037], [0.026, 0.011, -0.058], [0.005, -0.028, 0.007], [0.037, 0.022, -0.014], [-0.011, -0.002, -0.015], [0.023, -0.004, 0.055], [-0.010, 0.035, -0.050], [0.018, 0.045, -0.083], [-0.024, -0.039, 0.020], [-0.023, -0.001, 0.069], [0.010, 0.013, -0.092], [-0.015, -0.016, 0.039], [-0.003, 0.005, -0.005], [0.000, -0.002, -0.003], [0.001, 0.001, 0.007], [-0.003, 0.000, -0.004], [-0.003, 0.006, 0.003], [-0.008, -0.003, -0.003], [0.015, -0.006, -0.004], [-0.002, -0.004, -0.016], [0.003, 0.012, 0.016]]
}

=====

{
  "formula": "C35H49BrNO7PPdS2",
  "method": "ωB97M-V with the def2-TZVPD basis set",
  "homo_lumo_gap_ev": [4.42, 4.44],
  "de_lowest_kj_mol": 345.67,
  "fmax_ev_per_a": 3.731,
  "symbols": ["Pd", "O", "S", "O", "O", "O", "C", "C", "C", "P", "C", "C", "C", "C", "C", "C", "C", "C", "C", "C", "N", "C", "C", "C", "C", "C", "C", "C", "C", "C", "H", "H", "H", "H", "H", "H", "H", "H", "H", "H", "H", "H", "H", "H", "H", "H", "H", "H", "H", "H", "H", "H", "H", "H", "H", "H", "H", "H", "H", "H", "H", "Br", "C", "C", "C", "C", "C", "C", "C", "O", "O", "H", "H", "H", "H", "C", "C", "C", "S", "O", "C", "C", "C", "H", "H", "H", "H", "H", "H", "H", "H", "H", "H", "H", "H", "H", "H"],
  "xyz": [[-1.3435, 0.0076, 0.4824], [-2.5244, 0.0857, -1.4008], [-3.5849, -0.0645, -0.3444], [-4.9092, 0.0239, -0.8863], [-3.2781, 1.0320, 0.6531], [-3.2514, -1.3305, 0.3500], [-1.4435, 3.1367, 2.5332], [-0.4895, 2.1410, 3.2084], [-1.2461, 1.3089, 4.2399], [0.2834, 1.1237, 1.8554], [1.6821, 0.1205, 2.5536], [2.6438, 0.8035, 3.5224], [2.4420, -0.4942, 1.3724], [1.0835, 2.5030, 0.9522], [2.0292, 3.3407, 1.5213], [2.5593, 4.4315, 0.8411], [3.5697, 5.3411, 1.4770], [2.1102, 4.6811, -0.4591], [1.1610, 3.8833, -1.0451], [0.6131, 2.7752, -0.3503], [-0.4322, 2.0926, -0.8569], [-0.7441, 2.0968, -2.1643], [-2.0615, 2.4828, -2.5729], [-3.0066, 3.1453, -1.6220], [-2.4203, 2.3490, -3.8990], [-1.5418, 1.8379, -4.8452], [-1.9528, 1.6688, -6.2733], [-0.2316, 1.5282, -4.4539], [0.2037, 1.6736, -3.1602], [1.6320, 1.3392, -2.8255], [-2.0102, 3.6817, 3.2894], [-2.1526, 2.6038, 1.8972], [-0.9051, 3.8644, 1.9247], [0.3259, 2.6842, 3.6981], [-2.0859, 0.8044, 3.7659], [-1.6218, 1.9665, 5.0263], [-0.6081, 0.5507, 4.6935], [1.1659, -0.6761, 3.0909], [3.3543, 1.4414, 2.9976], [3.2220, 0.0308, 4.0312], [2.1289, 1.3859, 4.2881], [2.9825, 0.2827, 0.8244], [1.7553, -0.9840, 0.6810], [3.1636, -1.2305, 1.7304], [2.3571, 3.1663, 2.5368], [3.7869, 5.0408, 2.5004], [3.2070, 6.3701, 1.4879], [4.5024, 5.3349, 0.9094], [2.5035, 5.5341, -0.9993], [0.7659, 4.1192, -2.0249], [-2.4840, 3.5590, -0.7632], [-3.7160, 2.4081, -1.2540], [-3.5617, 3.9358, -2.1264], [-3.4218, 2.6378, -4.1941], [-3.0356, 1.6990, -6.3775], [-1.5899, 0.7197, -6.6686], [-1.5223, 2.4681, -6.8810], [0.4623, 1.1538, -5.1986], [2.0213, 0.6100, -3.5354], [1.7178, 0.9267, -1.8243], [2.2545, 2.2337, -2.8815], [1.1073, -6.3961, 6.4363], [0.5265, -5.1045, 5.1681], [-0.0013, -3.9046, 5.6145], [-0.4141, -2.9607, 4.6867], [-0.3026, -3.2199, 3.3259], [0.2159, -4.4378, 2.9005], [0.6352, -5.3883, 3.8167], [-0.7011, -2.1848, 2.2999], [-0.6193, -2.4777, 1.0951], [-1.0352, -1.0445, 2.7293], [-0.0814, -3.7190, 6.6768], [-0.8408, -2.0191, 5.0058], [0.2728, -4.6296, 1.8380], [1.0372, -6.3366, 3.4877], [-2.6603, -2.1291, -3.8472], [-1.7831, -3.2526, -3.2989], [-1.1119, -2.8943, -1.9712], [0.1895, -1.6464, -2.2540], [0.3814, -0.8578, -0.9810], [1.6419, -2.7828, -2.2602], [1.8813, -3.4875, -0.9241], [1.9372, -5.0065, -1.0686], [-3.1652, -2.4466, -4.7612], [-2.0663, -1.2407, -4.0647], [-3.4116, -1.8429, -3.1138], [-1.0117, -3.5105, -4.0348], [-2.4014, -4.1395, -3.1495], [-0.6675, -3.7639, -1.4911], [-1.8070, -2.4265, -1.2787], [2.4777, -2.1335, -2.5241], [1.4829, -3.4838, -3.0833], [1.0966, -3.2054, -0.2208], [2.8202, -3.1298, -0.4974], [0.9854, -5.4085, -1.4204], [2.1629, -5.4737, -0.1092], [2.7159, -5.3018, -1.7751]],
  "forces_ev_per_a": [[3.475, 1.087, 0.814], [-0.568, -0.197, -0.646], [-1.388, -1.093, -1.243], [-0.134, 0.282, 0.235], [0.911, 0.370, 0.573], [-0.340, 0.025, -0.155], [0.098, 0.006, -0.014], [-0.348, -0.241, -0.208], [0.131, 0.018, 0.034], [-0.699, 0.091, 0.401], [-0.099, -0.383, -0.408], [-0.171, 0.170, 0.003], [-0.157, -0.033, 0.008], [-0.256, -0.266, -0.533], [-0.060, 0.171, 0.141], [-0.007, 0.022, -0.062], [0.031, -0.053, -0.052], [0.003, -0.002, 0.175], [-0.130, -0.235, -0.134], [1.303, -0.317, 0.371], [-1.969, 1.156, -0.527], [0.692, -0.556, 0.339], [-0.468, -0.147, 0.238], [0.175, -0.087, 0.015], [0.026, 0.014, -0.085], [-0.083, 0.115, 0.143], [-0.062, -0.057, 0.076], [0.251, -0.076, 0.075], [0.189, 0.046, -0.275], [-0.075, 0.006, 0.034], [0.028, -0.016, 0.042], [-0.050, 0.056, 0.026], [-0.037, 0.031, -0.019], [0.065, -0.045, -0.093], [0.010, -0.046, 0.074], [0.016, 0.052, -0.017], [-0.074, -0.029, 0.008], [-0.046, 0.098, -0.040], [0.011, 0.009, 0.027], [-0.022, -0.038, -0.010], [0.043, 0.015, 0.026], [0.050, -0.008, -0.011], [0.087, -0.041, 0.030], [0.027, 0.027, 0.046], [-0.010, 0.004, -0.016], [0.015, 0.014, 0.006], [-0.002, 0.002, 0.033], [0.025, 0.003, 0.039], [-0.044, 0.019, -0.026], [0.005, 0.036, 0.003], [-0.050, -0.034, 0.039], [-0.112, 0.060, 0.020], [0.019, -0.006, -0.053], [0.006, 0.014, -0.024], [0.004, 0.030, -0.024], [0.024, 0.010, -0.013], [-0.002, -0.007, -0.024], [-0.015, -0.030, -0.002], [-0.016, 0.004, -0.035], [0.042, -0.039, 0.043], [0.020, -0.029, -0.034], [-0.024, 0.054, -0.041], [0.006, -0.047, 0.004], [0.049, -0.034, 0.114], [-0.006, -0.034, -0.076], [-0.030, -0.052, -0.071], [-0.049, 0.011, 0.047], [0.015, -0.023, 0.004], [-0.057, 0.218, -0.121], [0.171, -0.071, -0.114], [-0.088, -0.379, 0.540], [-0.028, 0.034, -0.006], [0.018, 0.015, -0.006], [0.021, 0.008, -0.028], [0.006, -0.003, 0.018], [0.048, -0.102, 0.041], [0.080, 0.269, -0.045], [0.014, 0.050, -0.239], [0.081, -0.794, 0.120], [-0.018, 0.410, 0.283], [-0.295, 0.422, -0.036], [-0.079, -0.083, -0.001], [0.075, 0.102, 0.060], [0.030, 0.027, -0.006], [-0.016, 0.083, -0.019], [-0.047, 0.048, 0.008], [-0.069, -0.140, -0.020], [0.125, -0.073, 0.062], [0.004, 0.081, 0.118], [-0.068, 0.058, 0.141], [-0.016, 0.003, -0.111], [-0.063, 0.037, -0.049], [-0.012, 0.026, 0.121], [-0.033, 0.018, 0.007], [0.001, -0.008, -0.033], [-0.012, -0.025, -0.006], [-0.027, -0.057, -0.012]]
}